No. 1
127
Properties=species:S:1:pos:R:3:lowdin_charge:R:1 method="wB97M-V/def2-TZVPD" total_charge=+1 lumo_ha="-0.1202 / -0.3018" e_homo_ev="-10.62 / -10.62" homo_lumo_gap_ha="0.2702 / 0.0887" spin_multiplicity=5
Co 12.830 6.563 -14.254 1.101
O 13.261 6.439 -16.357 -0.354
C 13.736 5.075 -16.454 -0.315
C 14.283 4.288 -15.173 -0.304
O 13.894 4.679 -13.846 -0.366
H 14.541 4.993 -17.184 0.074
H 13.018 4.399 -16.918 0.068
H 15.346 4.511 -15.083 0.088
H 14.212 3.201 -15.191 0.071
C 14.720 -3.797 -13.522 -0.132
O 15.909 -3.952 -14.279 -0.185
C 17.112 -3.529 -13.570 -0.174
C 17.685 -2.126 -14.016 -0.220
N 16.790 -1.010 -13.835 -0.058
C 17.617 0.164 -14.056 -0.235
C 16.900 1.406 -13.694 -0.206
O 16.814 1.663 -12.236 -0.208
C 16.441 3.028 -11.784 -0.058
H 14.052 -4.520 -13.990 0.080
H 14.273 -2.807 -13.612 0.077
H 14.681 -4.184 -12.504 0.086
H 17.801 -4.353 -13.755 0.114
H 17.090 -3.572 -12.481 0.112
H 17.959 -2.233 -15.065 0.115
H 18.607 -1.955 -13.460 0.108
H 16.346 -1.101 -12.933 0.117
H 17.749 0.144 -15.137 0.106
H 18.601 0.034 -13.605 0.123
H 15.858 1.368 -14.012 0.095
H 17.351 2.243 -14.227 0.116
H 17.326 3.652 -11.913 0.078
H 16.209 3.035 -10.719 0.083
H 15.631 3.388 -12.418 0.052
C 13.398 2.434 -19.380 -0.117
O 13.781 3.254 -20.478 -0.173
C 13.197 4.624 -20.422 -0.178
C 13.677 5.450 -21.619 -0.173
N 13.025 5.199 -22.938 -0.047
C 13.474 6.025 -24.007 -0.236
C 14.868 5.655 -24.486 -0.202
O 15.091 4.237 -24.761 -0.187
C 14.504 3.934 -26.040 -0.108
H 13.973 2.612 -18.472 0.058
H 13.655 1.399 -19.604 0.086
H 12.327 2.455 -19.177 0.067
H 13.345 5.046 -19.428 0.092
H 12.116 4.549 -20.542 0.085
H 14.760 5.350 -21.695 0.122
H 13.430 6.440 -21.236 0.116
H 13.341 4.274 -23.191 0.097
H 13.415 7.073 -23.715 0.125
H 12.842 5.967 -24.893 0.106
H 15.637 6.001 -23.795 0.117
H 15.186 6.129 -25.414 0.114
H 14.523 2.884 -26.332 0.088
H 14.951 4.531 -26.834 0.085
H 13.450 4.203 -26.098 0.074
C 10.180 -2.076 -19.865 -0.047
O 9.274 -0.955 -19.574 -0.195
C 8.861 -0.190 -20.685 -0.208
C 7.810 0.875 -20.252 -0.098
N 8.304 1.996 -19.422 0.204
C 7.197 2.757 -18.891 -0.119
C 7.684 4.032 -18.191 -0.120
O 8.492 3.750 -17.003 -0.138
C 9.870 3.569 -17.184 -0.098
H 10.998 -1.802 -20.532 0.086
H 9.591 -2.901 -20.265 0.094
H 10.768 -2.426 -19.017 0.090
H 8.380 -0.819 -21.434 0.132
H 9.694 0.326 -21.163 0.130
H 6.944 0.442 -19.750 0.155
H 7.441 1.160 -21.237 0.143
H 8.837 1.568 -18.678 0.141
H 6.661 2.189 -18.130 0.169
H 6.520 3.034 -19.699 0.146
H 6.835 4.611 -17.829 0.144
H 8.316 4.649 -18.831 0.109
H 10.439 3.661 -16.259 0.102
H 10.308 4.291 -17.873 0.066
H 10.133 2.556 -17.490 0.075
C 15.832 7.595 -14.019 -0.715
O 14.654 7.728 -13.712 -0.032
N 16.690 7.254 -13.115 0.209
N 16.348 7.702 -15.223 0.219
H 17.635 7.141 -13.453 0.130
H 16.351 7.176 -12.167 0.139
H 15.752 7.998 -15.983 0.092
H 17.301 7.396 -15.358 0.120
C 11.463 1.838 -12.685 -0.848
O 10.614 0.993 -12.579 0.039
N 11.338 2.987 -12.154 0.183
N 12.586 1.687 -13.307 0.188
H 11.947 3.757 -12.393 0.066
H 10.379 3.163 -11.890 0.131
H 13.041 2.570 -13.490 0.059
H 12.676 0.902 -13.937 0.120
C 10.146 7.015 -18.516 -0.806
O 10.092 7.465 -17.425 0.084
N 11.164 6.263 -18.941 0.153
N 9.298 7.171 -19.491 0.170
H 11.794 5.956 -18.215 0.072
H 10.996 5.771 -19.808 0.073
H 8.553 7.847 -19.406 0.129
H 9.483 6.717 -20.374 0.112
C 15.283 8.874 -18.373 -0.806
O 15.981 9.749 -18.867 0.043
N 15.612 7.649 -18.260 0.158
N 14.081 8.976 -17.870 0.171
H 15.003 7.002 -17.781 0.066
H 16.377 7.358 -18.852 0.138
H 13.548 8.128 -17.741 0.070
H 13.598 9.844 -18.049 0.124
C 16.570 1.881 -17.837 -0.726
O 16.677 2.974 -18.314 0.063
N 16.058 1.603 -16.649 0.176
N 17.001 0.702 -18.310 0.163
H 15.458 2.277 -16.197 0.074
H 16.009 0.602 -16.524 0.101
H 17.338 0.752 -19.261 0.121
H 16.656 -0.177 -17.952 0.108
O 17.395 5.278 -16.821 -0.056
H 16.603 5.694 -16.481 -0.033
H 17.077 4.645 -17.464 -0.015
O 13.426 4.911 -10.806 -0.054
H 14.202 4.864 -10.248 0.033
H 13.727 4.606 -11.662 -0.034

No. 2
87
Properties=species:S:1:pos:R:3:lowdin_charge:R:1 method="wB97M-V/def2-TZVPD" total_charge=-1 lumo_ha=0.0875 e_homo_ev=-2.12 homo_lumo_gap_ha=0.1653
Tl 0.175 -0.063 0.801 0.862
N 0.086 -2.479 2.555 0.054
N 0.820 -2.602 -0.708 -0.115
C 2.589 1.845 0.460 -0.311
C 3.417 0.723 0.762 -0.282
C 3.157 0.325 2.100 -0.286
C 3.642 -0.914 2.748 -0.083
H 4.243 -1.507 2.043 0.064
H 2.801 -1.535 3.101 0.059
H 4.281 -0.685 3.614 0.068
C 2.178 1.210 2.649 -0.334
C 1.484 1.019 3.942 -0.085
H 2.008 1.543 4.757 0.067
H 1.444 -0.047 4.218 0.063
H 0.456 1.414 3.907 0.049
C 1.851 2.178 1.642 -0.367
C 0.828 3.246 1.752 -0.095
H 0.017 2.966 2.445 0.050
H 0.395 3.496 0.772 0.061
H 1.277 4.171 2.144 0.069
C 4.255 -0.043 -0.187 -0.083
H 5.231 -0.281 0.267 0.072
H 4.436 0.521 -1.111 0.055
H 3.772 -1.003 -0.455 0.064
C 2.368 2.452 -0.874 -0.081
H 1.302 2.410 -1.170 0.061
H 2.942 1.924 -1.647 0.054
H 2.679 3.508 -0.878 0.070
C -0.841 -2.677 3.503 -0.168
H -0.903 -1.911 4.285 0.098
C -1.691 -3.795 3.497 -0.124
H -2.407 -3.883 4.311 0.079
C -1.577 -4.744 2.466 -0.112
H -2.209 -5.631 2.484 0.091
C -0.625 -4.541 1.475 -0.048
H -0.460 -5.238 0.657 0.092
C 0.197 -3.379 1.543 -0.331
C 1.173 -2.981 0.576 -0.196
H 2.028 -2.404 0.967 0.068
C 0.724 -1.266 -1.045 -0.234
C 0.591 -3.403 -1.851 -0.039
H 0.611 -4.473 -1.802 0.106
C 0.409 -2.573 -2.875 -0.070
H 0.215 -2.778 -3.908 0.110
N 0.514 -1.262 -2.393 -0.048
C 0.590 -0.088 -3.223 -0.124
C 1.799 0.231 -3.862 -0.194
C 1.856 1.362 -4.688 -0.007
H 2.792 1.600 -5.205 0.119
C 0.739 2.184 -4.877 -0.271
C 0.796 3.386 -5.769 -0.063
H 0.761 4.313 -5.184 0.084
H -0.059 3.404 -6.458 0.078
H 1.719 3.387 -6.356 0.072
C -0.450 1.860 -4.215 -0.009
H -1.334 2.493 -4.351 0.118
C -0.541 0.719 -3.411 -0.190
C -1.854 0.379 -2.789 -0.039
H -2.277 -0.562 -3.170 0.096
H -2.579 1.174 -3.023 0.084
H -1.800 0.312 -1.693 0.031
C 3.029 -0.606 -3.723 -0.036
H 3.080 -1.380 -4.504 0.087
H 3.125 -1.102 -2.751 0.069
H 3.922 0.026 -3.859 0.084
C -2.901 0.820 4.036 -0.147
C -3.425 0.024 2.833 -0.435
P -2.438 0.155 1.332 0.774
C -2.899 -1.300 0.297 -0.408
C -4.331 -1.444 -0.230 -0.147
C -2.881 1.669 0.412 -0.417
C -3.276 2.905 1.227 -0.144
H -2.743 1.885 3.807 0.057
H -3.634 0.756 4.851 0.066
H -1.961 0.391 4.413 0.058
H -3.455 -1.051 3.088 0.076
H -4.453 0.321 2.559 0.068
H -2.208 -1.315 -0.559 0.041
H -2.629 -2.179 0.909 0.073
H -5.072 -1.493 0.581 0.065
H -4.399 -2.394 -0.781 0.068
H -4.604 -0.646 -0.936 0.058
H -2.038 1.920 -0.257 0.056
H -3.704 1.345 -0.235 0.063
H -2.450 3.286 1.847 0.062
H -3.542 3.701 0.520 0.069
H -4.153 2.702 1.858 0.065

No. 3
133
Properties=species:S:1:pos:R:3:lowdin_charge:R:1 method="wB97M-V/def2-TZVPD" total_charge=-1 lumo_ha=0.0604 e_homo_ev=-3.47 homo_lumo_gap_ha=0.1880
K 0.788 -1.283 0.947 0.626
C -2.064 -2.798 -1.393 -0.114
N -1.225 -3.377 -0.360 -0.265
C -2.040 -4.120 0.581 -0.110
C -0.214 -4.253 -0.978 -0.203
C 0.856 -4.733 -0.022 -0.313
C 0.769 -6.038 0.471 -0.105
C 1.715 -6.518 1.370 -0.140
C 2.754 -5.678 1.753 -0.140
C 2.830 -4.389 1.222 -0.182
C 1.896 -3.845 0.321 -0.156
H -2.550 -3.573 -2.014 0.091
H -1.471 -2.147 -2.035 0.047
H -2.847 -2.184 -0.947 0.061
H -2.582 -4.950 0.090 0.090
H -2.777 -3.452 1.036 0.045
H -1.413 -4.539 1.369 0.088
H 0.263 -3.676 -1.773 0.106
H -0.730 -5.114 -1.448 0.113
H -0.047 -6.686 0.153 0.091
H 1.640 -7.527 1.760 0.079
H 3.505 -6.024 2.458 0.079
H 3.675 -3.778 1.548 0.069
N -0.462 1.888 1.265 0.084
N -0.392 2.345 2.569 0.005
C 0.018 1.530 3.565 -0.434
N 0.013 2.032 4.811 0.198
N 0.347 0.307 3.208 0.084
N 0.920 -0.554 4.073 -0.423
O 1.072 -1.671 3.615 -0.004
O 1.281 -0.240 5.214 0.016
H 0.227 2.317 0.658 0.079
H -1.406 1.889 0.908 0.079
H -0.827 3.217 2.824 0.149
H 0.537 1.476 5.476 0.088
H -0.008 3.031 4.924 0.113
C -1.432 -1.769 -4.963 -0.055
C -0.453 -0.589 -4.881 -0.352
C 0.714 -0.925 -3.951 -0.056
C -1.246 0.697 -4.657 -0.136
C -1.679 1.334 -5.815 -0.055
C -2.474 2.466 -5.789 -0.089
C -2.903 2.952 -4.567 -0.055
C -2.515 2.342 -3.380 -0.154
C -3.012 2.906 -2.059 -0.373
C -4.484 3.308 -2.132 -0.087
C -2.158 4.090 -1.594 -0.050
C -1.628 1.246 -3.418 -0.183
N -1.188 0.692 -2.198 0.118
C -0.066 1.046 -1.677 -0.149
C 0.987 1.966 -2.091 -0.145
C 0.881 2.877 -3.163 -0.061
C 1.928 3.661 -3.581 -0.116
C 3.165 3.523 -2.925 -0.102
C 3.328 2.656 -1.884 -0.051
C 2.251 1.839 -1.381 -0.284
N 2.394 1.023 -0.347 0.050
C 3.688 0.808 0.154 -0.206
C 4.600 -0.015 -0.545 -0.135
C 5.853 -0.259 0.004 -0.048
C 6.228 0.276 1.225 -0.093
C 5.331 1.074 1.916 -0.053
C 4.072 1.354 1.397 -0.133
C 3.094 2.244 2.139 -0.376
C 3.038 3.656 1.552 -0.050
C 3.366 2.329 3.639 -0.083
C 4.251 -0.648 -1.881 -0.366
C 5.169 -0.136 -2.996 -0.064
C 4.292 -2.175 -1.804 -0.058
H -0.897 -2.696 -5.182 0.080
H -2.178 -1.602 -5.744 0.076
H -1.959 -1.898 -4.017 0.058
H -0.015 -0.471 -5.878 0.121
H 0.379 -1.247 -2.967 0.057
H 1.387 -0.076 -3.826 0.076
H 1.284 -1.749 -4.387 0.084
H -1.363 0.930 -6.772 0.110
H -2.771 2.951 -6.711 0.094
H -3.549 3.821 -4.537 0.101
H -2.908 2.112 -1.316 0.090
H -4.640 4.139 -2.823 0.067
H -4.842 3.628 -1.153 0.068
H -5.101 2.474 -2.470 0.081
H -2.201 4.903 -2.325 0.085
H -1.112 3.801 -1.483 0.060
H -2.518 4.478 -0.636 0.073
H 0.218 0.536 -0.755 0.045
H -0.060 2.974 -3.680 0.093
H 1.804 4.353 -4.403 0.085
H 4.013 4.119 -3.249 0.097
H 4.292 2.581 -1.397 0.110
H 6.549 -0.894 -0.534 0.105
H 7.204 0.063 1.644 0.091
H 5.624 1.477 2.878 0.094
H 2.116 1.787 1.985 0.086
H 4.011 4.147 1.654 0.085
H 2.299 4.265 2.086 0.068
H 2.778 3.648 0.495 0.059
H 4.318 2.827 3.840 0.073
H 3.388 1.345 4.112 0.080
H 2.590 2.928 4.122 0.059
H 3.232 -0.354 -2.133 0.109
H 6.204 -0.446 -2.828 0.071
H 5.144 0.953 -3.062 0.062
H 4.852 -0.543 -3.960 0.074
H 5.290 -2.522 -1.520 0.072
H 4.057 -2.609 -2.781 0.075
H 3.567 -2.567 -1.087 0.037
C -4.392 -2.947 5.085 -0.077
C -4.188 -2.924 3.583 -0.317
O -4.153 -1.577 3.098 -0.319
P -2.659 -0.945 2.814 0.899
O -2.385 -0.169 4.215 -0.330
C -3.332 0.747 4.781 -0.297
C -3.096 0.822 6.272 -0.074
O -3.153 0.336 1.926 -0.321
C -3.606 0.019 0.594 -0.303
C -4.785 0.906 0.277 -0.066
H -4.479 -3.977 5.436 0.076
H -5.303 -2.410 5.355 0.077
H -3.547 -2.480 5.592 0.067
H -5.009 -3.425 3.070 0.115
H -3.261 -3.445 3.321 0.091
H -4.345 0.402 4.563 0.108
H -3.199 1.723 4.306 0.107
H -3.274 -0.150 6.734 0.070
H -3.771 1.552 6.723 0.076
H -2.068 1.118 6.477 0.059
H -3.906 -1.031 0.543 0.089
H -2.783 0.159 -0.115 0.091
H -5.600 0.715 0.977 0.083
H -5.132 0.717 -0.739 0.081
H -4.504 1.958 0.351 0.063